# 1
# C26H35

A 2-piece molecular cluster, C26H35 overall (ωB97M-V with the def2-TZVPD basis set, the Open Molecules 2025 dataset).

Results
* total charge: +1
* gap between HOMO and LUMO: 6.79 eV
* HOMO level: -12.2 eV

```
61
Properties=species:S:1:pos:R:3:nbo_charge:R:1
C 2.151 4.013 -2.244 -0.405
C 1.811 3.161 -3.474 -0.390
C 1.261 1.775 -3.147 -0.402
C -0.124 1.799 -2.509 -0.405
C -0.660 0.411 -2.148 -0.377
C 0.163 -0.319 -1.065 -0.491
C -0.009 0.157 0.368 0.199
C -1.242 0.201 0.932 -0.464
C 1.223 0.357 1.228 -0.469
C 2.358 1.245 0.649 -0.384
C 2.045 2.732 0.686 -0.407
C 3.152 3.615 0.097 -0.391
C 3.339 3.482 -1.411 -0.406
H 2.411 5.023 -2.598 0.217
H 1.256 4.138 -1.614 0.191
H 1.078 3.716 -4.075 0.207
H 2.709 3.034 -4.091 0.208
H 1.201 1.194 -4.083 0.208
H 1.971 1.225 -2.512 0.186
H -0.135 2.440 -1.613 0.196
H -0.831 2.266 -3.220 0.215
H -1.706 0.492 -1.830 0.202
H -0.648 -0.219 -3.051 0.211
H -0.161 -1.378 -1.087 0.240
H 1.228 -0.326 -1.338 0.224
H -1.342 0.580 1.955 0.216
H -2.142 0.156 0.316 0.222
H 0.892 0.775 2.198 0.214
H 1.657 -0.645 1.408 0.228
H 3.259 1.064 1.257 0.215
H 2.646 0.910 -0.362 0.202
H 1.086 2.924 0.173 0.196
H 1.894 3.022 1.741 0.208
H 2.918 4.656 0.348 0.211
H 4.108 3.376 0.581 0.206
H 3.565 2.438 -1.673 0.189
H 4.233 4.056 -1.698 0.218
C -1.338 -2.070 1.962 0.170
C -2.692 -2.098 2.408 -0.188
C -2.928 -1.702 3.768 -0.105
C -4.222 -1.534 4.253 -0.221
C -5.321 -1.833 3.438 -0.121
C -5.116 -2.309 2.145 -0.203
C -3.828 -2.504 1.658 -0.124
C -0.710 -2.930 1.006 -0.202
C 0.674 -3.251 1.223 -0.123
C 1.426 -3.897 0.254 -0.222
C 0.813 -4.368 -0.912 -0.133
C -0.551 -4.164 -1.105 -0.225
C -1.313 -3.493 -0.155 -0.074
H -0.651 -1.623 2.670 0.224
H -2.072 -1.520 4.428 0.224
H -4.375 -1.200 5.287 0.242
H -6.334 -1.676 3.805 0.239
H -5.976 -2.572 1.504 0.240
H -3.698 -2.944 0.664 0.213
H 1.145 -2.973 2.177 0.227
H 2.493 -4.086 0.428 0.242
H 1.395 -4.879 -1.671 0.238
H -1.054 -4.565 -1.998 0.239
H -2.382 -3.355 -0.331 0.204
```



# 2
# BH3S3

A 2-piece molecular cluster, BH3S3 overall (ωB97M-V with the def2-TZVPD basis set, the Open Molecules 2025 dataset).

Results
* gap between HOMO and LUMO: 9.81 eV
* HOMO level: -9.7 eV

```
7
Properties=species:S:1:pos:R:3:nbo_charge:R:1
S -1.930 -1.978 -0.146 -0.202
B -1.958 -0.426 0.208 0.154
S -1.983 1.280 0.621 -0.141
H -0.693 1.144 0.689 0.182
S 1.918 0.028 0.097 -0.355
H 1.820 -1.005 -0.913 0.186
H 2.826 0.957 -0.557 0.176
```



# 3
# C7H14

One molecule with the formula C7H14 (ωB97M-V with the def2-TZVPD basis set, the Open Molecules 2025 dataset).

Results
* gap between HOMO and LUMO: 10.30 eV
* HOMO level: -9.2 eV

```
21
Properties=species:S:1:pos:R:3:nbo_charge:R:1
C -1.554 -0.153 -0.128 -0.624
C -0.245 0.559 -0.494 -0.225
C 0.858 -0.427 -0.936 -0.217
C 0.458 -1.750 -1.595 -0.615
C 1.386 -0.419 0.531 -0.401
C 0.562 0.997 0.737 -0.187
C -0.608 1.691 1.843 -0.681
H -2.255 0.529 0.356 0.219
H -1.399 -0.984 0.574 0.202
H -2.040 -0.556 -1.021 0.213
H -0.451 1.397 -1.162 0.199
H 1.561 0.090 -1.603 0.200
H -0.212 -2.336 -0.956 0.204
H -0.067 -1.578 -2.545 0.211
H 1.330 -2.378 -1.818 0.212
H 2.485 -0.379 0.610 0.211
H 1.065 -1.325 1.062 0.202
H 1.309 1.758 0.569 0.201
H -0.466 0.663 2.141 0.250
H -0.331 2.427 2.606 0.210
H -1.387 2.172 1.227 0.216
```



# 4
# C6H8N2O

One molecule with the formula C6H8N2O (ωB97M-V with the def2-TZVPD basis set, the Open Molecules 2025 dataset).

Results
* gap between HOMO and LUMO (alpha / beta): 7.98 / 7.98 eV
* HOMO level (alpha / beta): -8.9 / -8.9 eV

```
17
Properties=species:S:1:pos:R:3:nbo_charge:R:1
C 0.841 0.730 1.316 -0.696
C 1.199 0.777 -1.222 -0.677
N -1.907 0.363 0.669 -0.510
C -1.799 -0.663 -0.321 0.650
C 0.256 0.551 -0.065 0.410
N -1.032 0.929 -0.353 -0.370
C -0.414 -1.427 -0.080 -0.168
C 0.268 -2.430 0.004 -0.149
O -2.700 -1.222 -0.920 -0.550
H -2.826 0.785 0.536 0.379
H 0.165 0.350 2.080 0.254
H 1.794 0.208 1.401 0.225
H 1.427 1.846 -1.273 0.246
H 2.133 0.236 -1.067 0.224
H 0.734 0.478 -2.162 0.243
H 0.998 1.801 1.479 0.245
H 0.863 -3.312 -0.023 0.243
```



Number 1: energy -27522.3903 eV. Number 2: energy -33231.1832 eV. Number 3: energy -7483.2641 eV. Number 4: energy -11373.4635 eV.